(1)
Density functional theory data (ωB97M-V/def2-TZVPD) for 7 unconnected molecules or ions with the total composition C9H33N7O8 in a non-equilibrium geometry.

The geometry in XYZ format:
```
57
Properties=species:S:1:pos:R:3:mulliken_charge:R:1
C -2.499 -0.001 4.225 -0.590
O -1.567 1.056 3.943 -0.380
C -0.440 0.685 3.168 0.139
C 0.206 1.859 2.609 -0.801
N -0.521 2.350 1.441 -0.283
C -0.015 3.661 1.067 -0.690
C -0.863 4.152 -0.074 -0.626
O -2.031 4.681 0.382 -0.381
C -2.955 5.114 -0.600 -0.702
H -2.547 -0.636 3.353 0.234
H -3.471 0.536 4.283 0.248
H -2.238 -0.528 5.170 0.238
H -0.711 0.011 2.315 -0.097
H 0.274 0.056 3.780 0.382
H 1.144 1.492 2.200 0.337
H 0.362 2.654 3.296 0.437
H -1.480 2.462 1.621 0.159
H 0.943 3.461 0.603 0.343
H -0.032 4.324 1.870 0.554
H -1.001 3.204 -0.568 0.285
H -0.464 4.778 -0.865 0.578
H -3.689 5.776 -0.142 0.234
H -3.462 4.232 -1.034 0.282
H -2.533 5.561 -1.555 0.282
N -2.991 -1.667 -2.553 -0.466
C -1.936 -1.286 -1.808 0.570
N -2.085 -1.621 -0.511 -0.199
O -0.918 -0.771 -2.283 -0.682
H -3.004 -1.303 -3.472 0.238
H -3.424 -2.573 -2.326 0.231
H -1.354 -1.795 0.226 -0.114
H -2.965 -1.513 -0.126 0.199
N 1.469 -3.734 1.657 -0.408
C 0.522 -2.737 1.404 0.522
N 1.061 -1.596 0.833 0.030
O -0.655 -2.711 1.736 -0.646
H 1.011 -4.618 1.929 0.277
H 2.304 -3.755 1.094 0.262
H 0.492 -0.905 0.373 0.088
H 1.963 -1.697 0.402 0.184
N 1.885 -1.571 -3.567 -0.222
C 2.107 -2.846 -3.288 0.666
N 3.051 -3.470 -4.168 -0.549
O 1.574 -3.469 -2.385 -0.637
H 2.328 -1.119 -4.343 0.173
H 1.185 -1.096 -3.083 0.200
H 2.956 -4.477 -4.155 0.261
H 3.195 -2.995 -5.048 0.186
O 3.394 -0.309 -1.180 -0.593
H 2.515 0.064 -1.002 0.283
H 4.000 0.379 -1.055 0.240
O 3.729 -3.110 -0.103 -0.750
H 3.372 -3.446 -0.935 0.336
H 4.063 -2.221 -0.358 0.294
O 0.626 0.996 -0.870 -0.582
H 0.199 1.388 -0.089 0.168
H -0.075 0.644 -1.432 0.256
```

Properties
Frontier orbital gap: 9.888 eV
SMILES: COCCNCCOC.NC(N)=O.NC(N)=O.NC(N)=O.O.O.O
Total charge: 0
E_tot: -36681.0328 eV

=====

(2)
Density functional theory data (ωB97M-V/def2-TZVPD) for a molecular structure, C28H29AuBrF3N3O3S.

The geometry in XYZ format:
```
69
Properties=species:S:1:pos:R:3:mulliken_charge:R:1
Au -0.047 2.229 -0.631 0.922
N 3.970 3.406 -0.843 -0.166
C 4.653 2.172 -0.629 0.483
C 5.720 2.100 0.248 -0.916
C 6.334 0.874 0.465 -0.643
C 5.857 -0.272 -0.155 -0.774
C 4.762 -0.200 -1.005 -0.487
C 4.182 1.032 -1.264 0.673
S 2.850 1.233 -2.403 -0.162
N 1.980 2.439 -1.577 -0.589
C 2.616 3.389 -0.978 0.011
C 1.809 4.502 -0.381 1.346
C 2.322 5.737 -0.034 -0.566
C 1.471 6.676 0.534 -0.562
C 0.141 6.354 0.747 -0.698
C -0.308 5.099 0.369 -0.153
N 0.512 4.217 -0.193 -0.134
H 4.359 4.179 -0.324 0.223
H 6.074 2.990 0.755 0.379
H 7.181 0.814 1.134 0.395
H 6.335 -1.223 0.030 0.415
H 4.368 -1.085 -1.485 0.472
H 3.359 5.987 -0.211 0.444
H 1.850 7.649 0.812 0.457
H -0.544 7.055 1.201 0.442
H -1.325 4.769 0.530 0.495
C -4.763 -4.303 -0.922 -1.578
C -4.706 -3.137 0.080 1.964
C -4.476 -3.687 1.499 -1.555
C -6.044 -2.399 0.052 -2.155
C -3.541 -2.236 -0.275 -0.253
C -3.711 -0.880 -0.587 -0.259
C -2.623 -0.104 -0.861 -0.782
Br -2.894 1.667 -1.398 -0.088
C -1.277 -0.619 -0.815 1.521
O -0.259 0.115 -0.949 -0.815
C -1.110 -2.049 -0.579 -0.095
C -2.234 -2.776 -0.308 -0.289
C 0.281 -2.677 -0.605 2.064
C 1.172 -2.056 0.485 -1.454
C 0.916 -2.461 -1.989 -1.553
C 0.213 -4.184 -0.351 -2.238
H -5.603 -4.950 -0.669 0.466
H -3.857 -4.909 -0.900 0.333
H -4.907 -3.938 -1.940 0.366
H -5.310 -4.336 1.770 0.460
H -4.421 -2.878 2.228 0.374
H -3.560 -4.273 1.567 0.334
H -6.839 -3.093 0.324 0.428
H -6.273 -2.010 -0.942 0.424
H -6.068 -1.576 0.768 0.439
H -4.695 -0.439 -0.623 0.617
H -2.129 -3.828 -0.093 0.484
H 1.370 -1.005 0.298 0.120
H 2.125 -2.588 0.509 0.496
H 0.712 -2.154 1.471 0.305
H 1.065 -1.406 -2.208 0.210
H 0.298 -2.901 -2.774 0.328
H 1.889 -2.957 -2.014 0.431
H -0.183 -4.416 0.639 0.396
H 1.223 -4.589 -0.402 0.428
H -0.387 -4.700 -1.103 0.430
F 0.951 1.494 3.765 -0.268
C 0.617 1.883 2.553 0.738
F 0.943 3.193 2.432 -0.254
F 1.415 1.217 1.678 -0.137
C -0.902 1.649 2.253 0.412
O -1.553 1.124 3.118 -0.592
O -1.343 2.049 1.103 -0.510
```

Properties
Energy relative to the best compared isomer or geometry (same formula, charge and spin): 0.0 kcal per mole
<S²>: 2.03
Frontier orbital gap (alpha / beta): 7.220 / 6.008 eV
2S+1: 3
Total charge: +1
E_tot: -132835.6904 eV

=====

(3)
Density functional theory data (ωB97M-V/def2-TZVPD) for C3H6N2O in the gas phase.

The geometry in XYZ format:
```
12
Properties=species:S:1:pos:R:3:mulliken_charge:R:1
N 1.726 0.101 -0.453 -0.410
C 0.926 0.765 0.437 0.287
O 1.323 1.658 1.163 -0.609
C -0.520 0.345 0.452 0.050
C -1.216 -0.307 -0.686 -0.402
N -0.785 -1.095 0.456 -0.541
H 2.718 0.250 -0.340 0.258
H 1.440 -0.808 -0.786 0.242
H -1.111 0.986 1.101 0.411
H -0.674 -0.506 -1.607 0.188
H -2.273 -0.087 -0.822 0.274
H -1.555 -1.302 1.086 0.252
```

Properties
Energy relative to the best compared isomer or geometry (same formula, charge and spin): 29.2 kcal per mole
Frontier orbital gap: 10.691 eV
SMILES: NC(=O)[C@H]1CN1
Total charge: 0
E_tot: -8235.4331 eV

=====

(4)
Density functional theory data (ωB97M-V/def2-TZVPD) for a molecular structure, C36H29N8O2S2Ta.

The geometry in XYZ format:
```
78
Properties=species:S:1:pos:R:3:mulliken_charge:R:1
Ta 0.103 -0.833 0.564 1.741
N -3.807 -0.978 2.591 -0.415
C -2.867 -0.971 1.653 0.517
S -1.571 -2.151 1.788 -0.619
N -2.968 -0.128 0.650 -1.945
N -1.917 -0.190 -0.214 1.398
C -2.077 0.285 -1.408 0.267
C -3.355 0.770 -1.948 -0.171
C -4.065 1.783 -1.304 -0.104
C -5.258 2.234 -1.844 -0.945
C -5.763 1.658 -3.000 -0.522
C -5.069 0.637 -3.634 -0.998
C -3.860 0.202 -3.120 -0.175
C -0.847 0.305 -2.235 0.919
C -0.822 0.807 -3.524 -1.073
C 0.319 0.638 -4.300 -0.694
C 1.383 -0.070 -3.771 -1.376
C 1.305 -0.497 -2.456 0.374
N 0.246 -0.272 -1.680 0.427
H -3.774 -1.645 3.342 0.251
H -4.636 -0.419 2.463 0.251
H -3.687 2.204 -0.383 0.509
H -5.802 3.029 -1.354 0.454
H -6.703 2.003 -3.408 0.447
H -5.468 0.182 -4.530 0.433
H -3.315 -0.590 -3.622 0.531
H -1.699 1.299 -3.918 0.732
H 0.359 1.033 -5.305 0.508
H 2.275 -0.275 -4.345 0.523
H 2.141 -1.023 -2.015 0.185
O 2.768 -3.655 -0.657 -0.566
C 1.683 -3.193 -0.476 0.533
O 1.465 -2.164 0.355 -0.302
C 0.411 -3.606 -1.142 0.460
C 0.293 -4.734 -1.931 -0.965
C -0.945 -4.996 -2.499 -0.480
C -1.997 -4.125 -2.253 -1.083
C -1.784 -3.019 -1.446 -0.069
N -0.595 -2.764 -0.904 0.445
H 1.149 -5.378 -2.079 0.571
H -1.090 -5.872 -3.116 0.475
H -2.977 -4.304 -2.670 0.500
H -2.587 -2.335 -1.203 0.481
C -1.188 3.487 1.142 -1.027
C -1.221 3.606 2.532 -0.888
C -0.755 2.566 3.303 -0.724
C -0.278 1.401 2.698 0.784
N -0.344 1.257 1.352 0.710
C -0.758 2.301 0.606 -0.418
C 0.410 0.321 3.407 1.065
C 0.704 0.393 4.767 -0.931
C 1.447 -0.613 5.361 -0.910
C 1.902 -1.670 4.587 -0.995
C 1.602 -1.736 3.234 -0.291
C 0.843 -0.752 2.610 0.438
H -1.492 4.295 0.493 0.574
H -1.583 4.514 2.996 0.484
H -0.730 2.649 4.378 0.551
H -0.712 2.181 -0.467 0.600
H 0.378 1.231 5.367 0.422
H 1.685 -0.565 6.414 0.437
H 2.500 -2.450 5.040 0.489
H 1.979 -2.578 2.666 0.413
N 7.120 1.958 -0.192 -0.353
C 6.268 2.199 0.813 0.001
S 6.662 3.025 2.174 -0.297
C 4.912 1.607 0.670 0.884
C 4.687 0.372 0.067 -1.315
C 3.406 -0.147 0.033 -0.124
N 2.325 0.478 0.519 0.410
C 2.557 1.660 1.109 -0.275
C 3.798 2.246 1.207 -0.962
H 8.055 2.331 -0.135 0.227
H 6.820 1.562 -1.066 0.200
H 5.496 -0.233 -0.319 0.532
H 3.280 -1.153 -0.341 0.191
H 1.720 2.182 1.545 0.191
H 3.908 3.189 1.723 0.479
```

Properties
Energy relative to the best compared isomer or geometry (same formula, charge and spin): 14.1 kcal per mole
Frontier orbital gap: 5.632 eV
Total charge: +2
E_tot: -77031.7281 eV